(1)
Density functional theory data (ωB97M-V with the def2-TZVPD basis set) for a molecular structure, C4H7P3 in a non-equilibrium geometry.

Each line ends with the Mulliken charge.
Atoms and positions in Å:
C: 0.413 0.918 0.990  0.371
C: 0.880 -0.945 0.425  0.458
C: -0.828 1.400 0.314  -0.819
C: 0.060 -1.485 -0.628  -1.409
P: 1.243 1.350 2.360  -0.178
P: 2.041 -1.798 1.306  -0.101
P: 2.613 -0.335 2.684  -0.198
H: -1.644 1.532 1.097  0.240
H: -1.134 0.677 -0.503  0.184
H: -0.681 2.387 -0.165  0.311
H: -1.010 -1.308 -0.390  0.296
H: 0.352 -2.469 -0.729  0.457
H: 0.268 -1.167 -1.661  0.310
H: 3.808 0.208 2.127  0.077

Computed properties:
HOMO (Eh): -0.3180
Calculated total energy (eV): -32124.1863
HOMO-LUMO gap (Ha): 0.31130
F_max (eV Å⁻¹): 4.6
2S+1: 1
Charge: 0



(2)
Density functional theory data (ωB97M-V with the def2-TZVPD basis set) for a molecular structure, C4H8 in a non-equilibrium geometry.

Each line ends with the Mulliken charge.
Atoms and positions in Å:
C: -1.697 0.309 -0.598  -0.648
C: -1.704 0.705 0.750  -0.066
C: 1.838 -0.944 -0.153  -0.728
C: -0.318 0.709 0.749  -0.423
H: -1.555 0.982 -1.472  0.265
H: -2.546 1.041 1.327  0.348
H: 2.447 -0.220 -0.766  0.207
H: 2.348 -1.944 -0.309  0.283
H: 0.713 -0.964 -0.411  0.065
H: 0.112 1.713 0.713  0.211
H: 1.663 -0.681 0.895  0.259
H: -1.302 -0.706 -0.725  0.227

Computed properties:
HOMO (Eh): -0.3204
Calculated total energy (eV): -4271.7880
HOMO-LUMO gap (Ha): 0.32744
F_max (eV Å⁻¹): 6.1
2S+1: 1
Charge: 0



(3)
Density functional theory data (ωB97M-V with the def2-TZVPD basis set) for a single C4H8 molecule in a non-equilibrium geometry.

Each line ends with the Mulliken charge.
Atoms and positions in Å:
C: 0.976 0.861 0.845  -0.840
C: 0.184 0.071 0.141  0.864
C: -1.252 0.475 -0.026  -1.297
C: 0.430 -1.193 -0.611  -1.158
H: 2.094 0.678 0.966  0.230
H: 0.622 1.831 1.276  0.241
H: -1.605 0.901 0.856  0.425
H: -1.372 1.234 -0.821  0.255
H: -1.808 -0.438 -0.379  0.318
H: 0.161 -1.940 0.082  0.323
H: -0.002 -1.227 -1.651  0.336
H: 1.573 -1.253 -0.677  0.304

Computed properties:
SMILES: C=C(C)C
HOMO (Eh): -0.3405
Calculated total energy (eV): -4276.5379
HOMO-LUMO gap (Ha): 0.38207
F_max (eV Å⁻¹): 3.9
2S+1: 1
Charge: 0



(4)
Density functional theory data (ωB97M-V with the def2-TZVPD basis set) for 2 unconnected molecules or ions with the total composition C4H8 in a non-equilibrium geometry.

Each line ends with the Mulliken charge.
Atoms and positions in Å:
C: -0.078 -1.201 -1.752  -0.455
C: -0.365 -1.828 -0.613  -0.527
H: 0.890 -0.734 -1.879  0.244
H: -0.819 -1.110 -2.536  0.239
H: 0.415 -1.975 0.128  0.258
H: -1.384 -1.895 -0.253  0.253
C: 0.734 1.145 1.421  -0.335
C: -0.288 1.862 0.965  -0.427
H: 1.034 0.243 0.900  0.044
H: 1.332 1.368 2.296  0.244
H: -0.798 1.438 0.106  0.202
H: -0.550 2.892 1.165  0.260

Computed properties:
SMILES: C=C.C=C
HOMO (Eh): -0.3677
Calculated total energy (eV): -4275.4445
HOMO-LUMO gap (Ha): 0.41458
F_max (eV Å⁻¹): 1.3
2S+1: 1
Charge: 0



(5)
Density functional theory data (ωB97M-V with the def2-TZVPD basis set) for a single C4H8 molecule.

Each line ends with the Mulliken charge.
Atoms and positions in Å:
C: -1.280 -0.746 0.370  -1.008
C: -0.643 0.620 0.192  -0.035
C: 0.335 0.624 -0.929  -0.570
C: 1.229 0.342 0.279  -0.530
H: -1.564 -0.957 1.408  0.318
H: -0.737 -1.616 -0.045  0.294
H: -2.219 -0.661 -0.199  0.309
H: 0.474 0.605 1.160  0.161
H: 0.526 1.581 -1.421  0.249
H: 0.311 -0.204 -1.646  0.225
H: 1.993 1.102 0.463  0.321
H: 1.576 -0.689 0.367  0.266

Computed properties:
HOMO (Eh): -0.2956
Calculated total energy (eV): -4273.8921
HOMO-LUMO gap (Ha): 0.33901
F_max (eV Å⁻¹): 0.4
2S+1: 1
Charge: 0



(6)
Density functional theory data (ωB97M-V with the def2-TZVPD basis set) for 2 unconnected molecules or ions with the total composition C4H8 in a non-equilibrium geometry.

Each line ends with the Mulliken charge.
Atoms and positions in Å:
C: 0.546 -0.299 -1.131  -1.560
C: -0.109 -0.090 0.232  1.306
C: -0.875 -1.163 0.694  -0.948
C: 0.149 1.095 0.950  -0.857
H: 0.862 -1.313 -1.299  0.434
H: -0.197 -0.017 -1.888  0.479
H: 1.443 0.336 -1.263  0.420
H: -1.087 -2.008 0.082  0.349
H: -1.318 -1.055 1.691  0.288
H: 1.132 1.555 0.789  0.420
H: -0.073 1.669 -0.663  0.383
H: -0.472 1.290 1.806  0.287

Computed properties:
Expectation value of S²: 0.7908
HOMO (spin up / spin down) (Eh): -0.5745 / -0.6213
Calculated total energy (eV): -4265.5656
HOMO-LUMO gap (spin up / spin down) (Ha): 0.35569 / 0.32365
F_max (eV Å⁻¹): 3.0
2S+1: 2
Charge: +1



(7)
Density functional theory data (ωB97M-V with the def2-TZVPD basis set) for 40 unconnected molecules or ions with the total composition C4H86O40 in a non-equilibrium geometry.

Each line ends with the Mulliken charge.
Atoms and positions in Å:
C: 0.477 -0.724 -0.564  -1.527
C: 0.322 0.246 0.646  2.497
O: -0.507 1.359 0.477  0.087
H: -0.446 -1.159 -0.828  0.514
H: 1.139 -1.569 -0.341  0.147
H: 0.922 -0.165 -1.385  0.118
H: 1.311 0.488 0.963  -0.379
H: -0.142 -0.398 1.513  -1.112
C: -4.177 7.723 1.950  -0.948
C: -3.612 7.118 0.658  0.575
O: -2.936 8.177 -0.065  -0.580
H: -3.452 8.338 2.442  0.336
H: -4.443 6.856 2.605  0.071
H: -5.107 8.356 1.730  0.287
H: -4.444 6.792 0.069  0.251
H: -2.967 6.314 0.788  -0.379
O: 3.750 -0.417 -2.065  -0.540
H: 3.398 -1.034 -1.380  0.116
H: 4.515 -0.904 -2.440  0.334
O: 0.694 3.119 2.166  -0.759
H: 1.163 2.663 2.824  0.242
H: 0.093 2.431 1.709  0.112
O: -4.036 -2.889 0.255  -0.692
H: -4.287 -2.036 0.606  0.253
H: -3.084 -2.890 0.389  0.227
O: -2.214 1.463 2.898  -0.719
H: -2.212 3.417 1.725  0.232
H: -1.598 1.432 2.072  0.195
O: -1.998 4.729 -1.186  -0.702
H: -1.346 4.074 -1.480  0.237
H: -1.917 4.603 -0.199  0.532
O: 2.775 -1.497 2.716  -0.644
H: 2.013 -2.122 2.846  0.397
H: 2.426 -0.694 3.080  0.193
O: 2.603 1.616 3.953  -0.584
H: 2.219 1.303 4.751  0.259
H: 3.389 1.083 3.921  0.258
O: 4.230 -1.579 0.366  -0.379
H: 3.839 -1.712 1.232  0.290
H: 5.021 -1.054 0.609  0.228
O: 0.621 -3.259 2.846  -0.735
H: 0.228 -3.661 3.673  0.277
H: -0.225 -3.020 2.284  0.431
O: 0.886 2.868 -1.117  -0.278
H: 1.036 3.549 -0.490  0.258
H: 0.187 2.379 -0.572  -0.124
O: 5.866 3.262 -7.352  -0.669
H: 5.008 2.758 -7.149  0.419
H: 6.095 3.872 -6.624  0.281
O: 0.616 -1.904 7.738  -0.655
H: -0.127 -2.455 7.434  0.319
H: 0.977 -1.403 6.984  0.324
O: 2.534 -0.271 -4.753  -0.707
H: 1.731 0.236 -4.877  0.326
H: 2.944 0.041 -3.913  0.465
O: 5.245 -1.896 -5.008  -0.634
H: 4.647 -2.633 -5.071  0.313
H: 4.802 -1.100 -5.388  0.336
O: -3.584 -0.537 -3.041  -0.605
H: -3.131 -0.645 -3.890  0.282
H: -3.061 0.081 -2.495  0.469
O: -2.801 -4.687 -5.431  -0.666
H: -1.872 -4.435 -5.374  0.325
H: -3.085 -5.065 -4.602  0.332
O: -0.107 -4.544 -1.723  -0.596
H: -1.061 -4.613 -1.459  0.279
H: -0.153 -3.779 -2.336  0.255
O: -5.193 -5.454 0.784  -0.667
H: -4.855 -4.542 0.633  0.396
H: -4.905 -5.720 1.672  0.310
O: 2.690 2.592 -3.328  -0.618
H: 3.089 2.444 -2.424  0.275
H: 1.764 2.817 -3.037  0.253
O: 2.925 -7.381 -0.765  -0.666
H: 2.659 -6.792 -0.026  0.366
H: 3.003 -6.686 -1.394  0.309
O: 6.180 0.758 1.327  -0.657
H: 6.677 1.436 0.800  0.335
H: 5.333 1.230 1.494  0.298
O: -1.977 -5.409 0.772  -0.762
H: -2.787 -5.351 0.264  0.262
H: -1.743 -4.507 1.144  0.455
O: 1.793 -4.920 0.490  -0.612
H: 1.631 -4.609 1.407  0.276
H: 0.999 -4.754 -0.016  0.333
O: -2.156 1.298 -1.714  -0.647
H: -2.517 2.182 -1.843  0.277
H: -1.782 1.397 -0.816  0.042
O: 2.618 -3.433 -4.184  -0.661
H: 2.520 -2.463 -4.229  0.277
H: 2.786 -3.751 -3.289  0.418
O: 3.592 2.185 0.413  -0.714
H: 2.760 2.412 0.859  0.424
H: 3.300 1.365 0.029  0.289
O: -1.565 -2.630 1.362  -1.022
H: -1.203 -2.319 0.526  0.284
H: -2.034 -1.485 2.236  0.521
O: -3.472 -4.227 -2.585  -0.607
H: -3.113 -3.341 -2.874  0.363
H: -3.617 -4.323 -1.653  0.222
O: -0.531 -3.029 -4.358  -0.566
H: 0.287 -3.545 -4.364  0.348
H: -0.223 -2.176 -4.756  0.243
O: -0.093 0.478 4.351  -0.545
H: -0.843 0.897 4.670  0.277
H: -0.253 0.616 3.386  0.232
O: -1.802 4.287 1.567  -0.714
H: -2.326 7.810 -0.697  0.310
H: -0.913 4.117 1.865  0.232
O: -4.157 5.602 5.027  -0.609
H: -3.472 5.073 5.451  0.315
H: -3.832 5.629 4.105  0.338
O: 3.441 2.188 -6.045  -0.718
H: 3.599 2.604 -5.174  0.370
H: 2.941 1.387 -5.738  0.353
O: -5.186 7.557 7.356  -0.658
H: -5.115 7.201 6.455  0.354
H: -4.757 6.850 7.867  0.303
O: -0.324 0.284 -4.426  -0.642
H: -0.460 -0.106 -3.544  0.242
H: -1.143 0.772 -4.531  0.287
O: -1.685 -2.747 5.387  -0.585
H: -2.090 -2.247 4.655  0.311
H: -1.938 -3.724 5.363  0.298
O: 3.418 -3.979 -1.428  -0.585
H: 2.961 -4.073 -0.564  0.380
H: 4.098 -3.318 -1.168  0.268
O: -2.689 -1.153 2.986  -0.944
H: -2.530 0.558 2.999  0.367
H: -3.379 -1.829 2.944  0.316

Computed properties:
HOMO (Eh): -0.1949
Calculated total energy (eV): -87452.4072
HOMO-LUMO gap (Ha): 0.31489
F_max (eV Å⁻¹): 3.2
2S+1: 1
Charge: -2



(8)
Density functional theory data (ωB97M-V with the def2-TZVPD basis set) for a molecular structure, C4H8AlO11P2 in a non-equilibrium geometry.

Each line ends with the Mulliken charge.
Atoms and positions in Å:
Al: -25.636 20.562 7.230  0.727
P: -22.232 21.077 7.256  0.757
O: -22.421 19.555 7.460  -0.239
O: -20.722 21.158 7.137  -0.615
O: -22.849 21.308 8.649  -0.326
O: -23.158 21.436 6.100  -0.486
P: -26.286 18.584 4.744  0.708
O: -25.263 18.025 5.739  -0.490
O: -25.469 19.848 4.271  -0.494
O: -27.366 19.082 5.736  -0.706
O: -26.622 17.629 3.568  -0.806
C: -25.235 26.865 9.050  -1.111
C: -26.072 25.550 9.246  -0.293
O: -25.582 24.731 10.293  -0.310
C: -25.524 23.433 10.260  0.749
O: -25.882 22.699 9.302  -0.514
O: -25.016 22.882 11.382  -0.294
C: -24.577 23.604 12.495  -0.631
H: -25.639 27.401 8.191  0.375
H: -24.171 26.712 8.868  0.339
H: -25.607 27.515 9.842  0.284
H: -25.976 25.010 8.304  0.320
H: -27.116 25.830 9.391  0.255
H: -24.027 22.876 13.091  0.249
H: -25.418 24.105 12.976  0.261
H: -23.833 24.335 12.177  0.292

Computed properties:
Expectation value of S²: 1.7894
HOMO (spin up / spin down) (Eh): -0.0290 / -0.0407
Calculated total energy (eV): -51974.7377
HOMO-LUMO gap (spin up / spin down) (Ha): 0.16969 / 0.16738
F_max (eV Å⁻¹): 5.2
2S+1: 2
Charge: -2



Q: Which formula does entry 2 have?
A: C4H8



Q: Look up the F_max of the fourth one.
A: 1.3 eV Å⁻¹



Q: Which value of F_max does entry 5 give?
A: 0.4 eV Å⁻¹